# 1
DFT (the ωB97M-V functional and the def2-TZVPD basis) results for 2 unconnected molecules or ions with the total composition C4H14NOS.

Its HOMO energy (spin up / spin down) is -19.25 / -19.25 eV. The value obtained for the relative energy (zero: lowest compared OMol25 entry of this formula, charge and spin) is 1.120 eV. The calculation puts the HOMO-LUMO gap (spin up / spin down) at 11.69 / 6.97 eV.

Geometry as ORCA input:
```
! wB97M-V def2-TZVPD RIJCOSX def2/J DEFGRID3
* xyz 2 2
C 1.1480 -0.4429 0.6960
C 1.3083 -0.5062 -0.8411
C 0.0783 -0.4298 -1.6767
S -1.1066 0.6328 -0.9898
C -0.3009 2.3340 -1.4995
N 0.0162 -1.3401 1.1149
H 0.9612 0.5921 1.0408
H 2.0657 -0.9754 1.0669
H 1.9587 0.4331 -1.0503
H 2.1178 -1.2941 -1.0746
H 0.2821 -0.0138 -2.6176
H -0.2017 -1.4773 -1.8509
H -1.1204 2.9997 -1.4843
H 0.5944 2.6407 -0.9175
H -0.0718 2.2371 -2.6436
H 0.3513 -2.1680 1.6447
H -0.5353 -1.7418 0.3894
H -0.4908 -0.6805 1.6822
H -2.3330 -0.9585 3.3001
H -2.5787 0.4544 3.1139
O -2.1431 -0.2955 2.5972
*
```

Results of the Löwdin charge analysis, in e, for atoms 1 through 2: number 1, C, carries -0.14; number 2, C, carries -0.24

# 2
DFT (the ωB97M-V functional and the def2-TZVPD basis) results for a molecular structure, C38H33BBiBrF4N4OPSe4.

Its HOMO energy is -4.90 eV. The calculation puts the HOMO-LUMO gap at 6.44 eV.

Geometry as ORCA input:
```
! wB97M-V def2-TZVPD RIJCOSX def2/J DEFGRID3
* xyz -1 1
Bi 1.9253 -0.8646 -1.1567
Se 2.3605 -1.5983 1.4056
Se 4.2000 -3.0693 1.2692
Se 3.7914 -4.2295 -0.6844
Se 3.9039 -2.4447 -2.1720
Br -11.2026 -4.7264 -1.0981
C -9.3071 -4.6143 -1.0957
C -8.5631 -5.7155 -0.7106
C -7.1794 -5.6277 -0.7234
C -6.5460 -4.4513 -1.1004
C -7.3113 -3.3560 -1.4886
C -8.6942 -3.4345 -1.4892
N -5.1187 -4.4702 -1.1246
N -4.6089 -3.3347 -1.0462
C -3.2145 -3.2633 -1.0976
C -2.3778 -4.3581 -1.2520
C -0.9962 -4.2420 -1.3069
C -0.3788 -2.9931 -1.1910
O 0.9009 -2.8494 -1.2411
C -1.2366 -1.8522 -0.9932
N -0.5995 -0.6739 -0.8496
C -1.2853 0.4363 -0.7628
C -2.6916 0.4300 -0.7774
C -3.3589 -0.7595 -0.8668
C -2.6323 -1.9671 -0.9823
H -9.0564 -6.6282 -0.4067
H -6.5678 -6.4721 -0.4316
H -6.8088 -2.4504 -1.7996
H -9.2937 -2.5889 -1.7969
H -2.8388 -5.3339 -1.3343
H -0.3653 -5.1084 -1.4517
H -0.7193 1.3557 -0.6791
H -3.2289 1.3677 -0.7259
H -4.4398 -0.7973 -0.8673
C -1.6894 0.7557 4.8052
C -1.5985 -0.2074 3.6162
C -2.9209 -0.2355 2.8400
C -1.2208 -1.6163 4.0863
C -0.5385 0.2684 2.7049
N 0.3199 0.5690 2.0045
H -2.5054 0.4433 5.4590
H -1.8823 1.7748 4.4692
H -0.7624 0.7521 5.3791
H -3.7220 -0.5638 3.5046
H -2.8617 -0.9219 1.9947
H -3.1683 0.7540 2.4538
H -1.9899 -1.9851 4.7675
H -0.2627 -1.6095 4.6064
H -1.1411 -2.2992 3.2405
F 0.2625 0.8248 -5.2765
B 0.3128 0.2829 -3.9984
F 1.5051 -0.4942 -3.8506
F 0.3726 1.3113 -3.0197
F -0.7939 -0.5366 -3.7418
C 3.4181 7.0033 0.7984
C 2.2209 6.3720 1.0894
C 2.0857 5.0049 0.8650
C 3.1415 4.2615 0.3524
C 4.3463 4.9062 0.0714
C 4.4844 6.2659 0.2906
P 2.8940 2.4559 0.0645
C 3.5055 2.2943 -1.6551
C 2.9620 3.1855 -2.5831
C 3.1316 2.9941 -3.9435
C 3.8400 1.8975 -4.4117
C 4.3892 1.0060 -3.5070
C 4.2209 1.1964 -2.1399
C 4.2207 1.8276 1.1683
C 5.5313 1.5239 0.8153
C 6.4217 1.0327 1.7625
C 6.0210 0.8648 3.0784
C 4.7216 1.1899 3.4475
C 3.8288 1.6546 2.4972
H 3.5237 8.0688 0.9604
H 1.3881 6.9397 1.4855
H 1.1474 4.5087 1.0854
H 5.1776 4.3354 -0.3263
H 5.4237 6.7554 0.0651
H 2.3704 4.0249 -2.2361
H 2.6706 3.6805 -4.6416
H 3.9330 1.7215 -5.4750
H 4.9218 0.1296 -3.8550
H 4.6605 0.4698 -1.4662
H 5.8765 1.6739 -0.1985
H 7.4303 0.7749 1.4647
H 6.7158 0.4765 3.8126
H 4.3985 1.0578 4.4726
H 2.8012 1.8640 2.7754
*
```

Results of the Löwdin charge analysis, in e, for atoms 1 through 2: number 1, Bi, carries 1.28; number 2, Se, carries -0.05

# 3
DFT (the ωB97M-V functional and the def2-TZVPD basis) results for C6H14O in the gas phase.

Its HOMO energy is -10.17 eV. The value obtained for the relative energy (zero: lowest compared OMol25 entry of this formula, charge and spin) is 0.387 eV. The calculation puts the HOMO-LUMO gap at 11.14 eV.

Geometry as ORCA input:
```
! wB97M-V def2-TZVPD RIJCOSX def2/J DEFGRID3
* xyz 0 1
C -1.4022 -1.2635 -0.7340
C -1.1985 -0.4061 0.5191
C -2.1729 0.7793 0.4666
C 0.2487 0.0877 0.7873
C 1.2357 0.1628 -0.3745
C 2.5457 0.7939 0.0810
O 1.4862 -1.1480 -0.8621
H -2.4665 -1.5057 -0.8429
H -0.8305 -2.1929 -0.7083
H -1.0995 -0.7188 -1.6368
H -1.4732 -1.0172 1.3903
H -3.2074 0.4453 0.5827
H -2.1068 1.3035 -0.4936
H -1.9756 1.5163 1.2512
H 0.7186 -0.5061 1.5877
H 0.1473 1.1157 1.1681
H 0.7959 0.7755 -1.1786
H 3.0149 0.1568 0.8380
H 2.3889 1.7861 0.5134
H 3.2485 0.8980 -0.7540
H 2.1027 -1.0627 -1.6005
*
```

Results of the Löwdin charge analysis, in e, for atoms 1 through 2: number 1, C, carries -0.09; number 2, C, carries -0.41

# 4
DFT (the ωB97M-V functional and the def2-TZVPD basis) results for C21H20BrN3O3 in the gas phase.

Its HOMO energy is -7.22 eV. The value obtained for the relative energy (zero: lowest compared OMol25 entry of this formula, charge and spin) is 1.247 eV. The calculation puts the HOMO-LUMO gap at 6.67 eV.

Geometry as ORCA input:
```
! wB97M-V def2-TZVPD RIJCOSX def2/J DEFGRID3
* xyz 0 1
N -0.6409 0.6473 -2.7579
O 1.6657 4.1891 -0.8523
O 3.6072 -0.4802 -0.0116
Br 2.9707 -4.4626 5.6170
C 0.0715 1.2838 -2.0971
O 0.7990 3.8317 -2.9381
C 1.1517 3.4580 -1.6546
C 2.6680 -0.6033 0.7734
C 0.8840 2.0837 -1.2323
C 1.5718 1.5025 -0.1616
C 1.9506 -2.2798 4.0758
C 3.8422 -3.4117 3.0178
C 1.8551 -1.4171 2.9970
C 3.7563 -2.5034 1.9880
C -1.3666 -2.2183 -0.1736
C -2.2369 -0.2147 0.8255
C 2.9127 -3.3209 4.0734
C 2.7536 -1.5092 1.9346
C -2.4715 -1.4730 0.3098
C -0.0781 -1.6441 -0.1023
C -0.9193 0.2526 0.9429
C 1.4242 0.1698 0.4654
N -3.8073 -1.8490 0.1985
N 0.1512 -0.4394 0.4663
C -4.1282 -3.2824 0.2957
C -4.7034 -0.9646 -0.5511
C 0.2253 5.6454 -4.4232
C 1.1954 5.1825 -3.3166
H 2.3548 2.0797 0.3446
H 1.2068 -2.2559 4.8404
H 4.5873 -4.1706 3.0948
H 1.0463 -0.6632 2.9599
H 4.5161 -2.5129 1.2190
H -1.4762 -3.1883 -0.6394
H -3.0973 0.3459 1.1371
H 0.7590 -2.2259 -0.5046
H -0.7874 1.2288 1.3231
H -3.9806 -3.7902 -0.6474
H -3.5171 -3.7702 1.0598
H -5.1720 -3.4200 0.6170
H -4.1680 -0.4799 -1.3500
H -5.1460 -0.2160 0.0960
H -5.4683 -1.5238 -1.0447
H 0.2976 4.9625 -5.2598
H -0.8090 5.6495 -4.0600
H 0.4268 6.6812 -4.7398
H 1.0670 5.9047 -2.5259
H 2.2561 5.1920 -3.6290
*
```

Results of the Löwdin charge analysis, in e, for atoms 1 through 2: number 1, N, carries 0.14; number 2, O, carries 0.10

# 5
DFT (the ωB97M-V functional and the def2-TZVPD basis) results for C3H7NO in the gas phase.

Its HOMO energy is -8.96 eV. The value obtained for the relative energy (zero: lowest compared OMol25 entry of this formula, charge and spin) is 1.351 eV. The calculation puts the HOMO-LUMO gap at 9.92 eV.

Geometry as ORCA input:
```
! wB97M-V def2-TZVPD RIJCOSX def2/J DEFGRID3
* xyz 0 1
C 0.0978 0.6398 -1.1834
C -0.3806 -0.1201 0.0611
N -0.4160 0.7178 1.2046
C 0.4979 -1.3573 0.2913
O 0.6852 -1.8416 1.3764
H -0.4069 1.6052 -1.1474
H 1.1671 0.8250 -1.1107
H -0.1230 0.1127 -2.1165
H -1.3552 -0.5448 -0.1662
H -1.1964 0.7539 1.8257
H 0.4649 1.0484 1.5479
H 0.9652 -1.8390 -0.5829
*
```

Results of the Löwdin charge analysis, in e, for atoms 1 through 2: number 1, C, carries -0.07; number 2, C, carries -0.44

M in u, matching the order above: 124.23; 1284.21; 102.18; 442.31; 73.09